Version i
The following is a quantum chemistry calculation of C2H6N2O2S in the gas phase, from the OMol25 dataset.

Each atom is followed by the atoms it is bonded to, with distances in Å.
Cartesian coordinates (Å):
1 S 2.208 -0.153 0.369  O2 1.710, O3 1.393, C7 1.923
2 O 2.072 -1.099 -1.049  S1 1.710, H9 0.990
3 O 2.721 1.100 0.041  S1 1.393
4 N 0.192 2.298 -0.009  C6 1.280, H12 1.018
5 N -0.415 -1.171 0.554  C7 1.452, H8 1.079, H13 1.045
6 C -0.061 1.074 -0.290  N4 1.280, C7 1.426, H10 1.170
7 C 0.320 0.076 0.655  S1 1.923, N5 1.452, C6 1.426, H11 1.177
8 H -0.239 -1.748 -0.341  N5 1.079
9 H 2.791 -1.755 -1.236  O2 0.990
10 H -0.542 0.748 -1.305  C6 1.170
11 H 0.538 0.256 1.798  C7 1.177
12 H -0.030 3.051 -0.656  N4 1.018
13 H -1.443 -1.000 0.632  N5 1.045

LUMO level   0.491 eV
Orbital gap   9.7 eV

---

Version ii
The following is a quantum chemistry calculation of 2 unconnected molecules or ions with the total composition C2H6N2O2S, from the OMol25 dataset.

Each atom is followed by the atoms it is bonded to, with distances in Å.
Cartesian coordinates (Å):
1 S -3.087 3.426 0.594  O2 1.475
2 O -2.230 2.441 -0.092  S1 1.475
3 O 2.434 -0.361 1.142  C6 1.218
4 N -0.358 0.302 -1.076  N5 1.423, H8 1.035, H11 1.020
5 N 0.477 -0.096 0.006  N4 1.423, C6 1.387, C7 1.446
6 C 1.860 -0.059 0.111  O3 1.218, N5 1.387, H13 1.162
7 C -0.322 -0.426 1.165  N5 1.446, H9 1.020, H10 1.019, H12 1.131
8 H -1.133 0.963 -0.891  N4 1.035
9 H -1.129 -0.926 0.793  C7 1.020
10 H -0.511 0.467 1.618  C7 1.019
11 H 0.274 0.764 -1.729  N4 1.020
12 H 0.418 -1.129 1.652  C7 1.131
13 H 2.253 0.378 -0.891  C6 1.162

LUMO level (alpha / beta)   -2.199 / -2.201 eV
SMILES   CN(N)C=O.O=S
Orbital gap (alpha / beta)   6.0 / 6.0 eV

---

Which of the structures shown above is the most stable? The most stable is version i.